The following is a DFT calculation (the ωB97M-V functional and the def2-TZVPD basis) of C33H24Cl3CoN6O4S as an isolated structure at a distorted geometry.

Each line ends with the Mulliken charge.
Cartesian coordinates (Å):
1 Co 0.012 0.276 -0.355  0.92
2 C -3.846 3.027 4.520  -1.63
3 C -3.060 2.063 3.681  0.70
4 C -3.654 0.901 3.193  -1.31
5 C -2.955 0.029 2.401  1.17
6 C -1.603 0.244 2.055  -0.27
7 N -0.965 -0.621 1.212  -0.07
8 C -1.310 -1.935 1.336  -0.39
9 C -1.434 -2.470 2.639  -0.08
10 C -1.864 -3.750 2.877  -0.96
11 C -2.197 -4.585 1.817  0.36
12 C -2.742 -5.959 2.070  -1.66
13 C -1.995 -4.118 0.531  -0.57
14 C -1.553 -2.821 0.263  0.42
15 N -1.367 -2.444 -1.074  0.02
16 C -1.846 -3.103 -2.152  -0.11
17 C -1.265 -2.554 -3.269  -1.28
18 C -0.442 -1.542 -2.776  -0.10
19 N -0.527 -1.479 -1.456  -0.03
20 C -1.006 1.415 2.575  0.00
21 C -1.738 2.306 3.346  -0.39
22 N 0.345 1.689 2.339  0.20
23 C 1.184 2.305 3.194  -0.16
24 C 2.411 2.382 2.578  -1.30
25 C 2.216 1.794 1.329  -0.25
26 N 0.969 1.378 1.209  0.51
27 H -4.648 2.505 5.042  0.40
28 H -4.294 3.796 3.887  0.25
29 H -3.210 3.517 5.255  0.37
30 H -4.688 0.692 3.434  0.31
31 H -3.446 -0.842 1.994  0.52
32 H -1.188 -1.826 3.470  0.52
33 H -1.948 -4.111 3.893  0.39
34 H -3.376 -5.955 2.955  0.39
35 H -1.934 -6.670 2.239  0.30
36 H -3.329 -6.303 1.222  0.36
37 H -2.207 -4.788 -0.287  0.33
38 H -2.579 -3.879 -2.090  0.41
39 H -1.410 -2.852 -4.286  0.43
40 H 0.208 -0.892 -3.325  0.41
41 H -1.263 3.219 3.674  0.49
42 H 0.877 2.623 4.169  0.52
43 H 3.316 2.793 2.972  0.43
44 H 2.916 1.640 0.533  0.43
45 Cl 4.497 1.271 -6.184  -0.27
46 C 3.747 0.909 -4.665  0.49
47 C 2.475 1.384 -4.394  -1.02
48 C 1.897 1.085 -3.179  0.81
49 Cl 0.335 1.730 -2.747  -0.21
50 C 2.529 0.292 -2.175  -0.53
51 O 1.994 -0.006 -1.061  -1.01
52 C 3.845 -0.116 -2.520  0.55
53 Cl 4.742 -0.984 -1.323  -0.25
54 C 4.446 0.170 -3.727  -0.75
55 H 1.946 2.000 -5.105  0.46
56 H 5.450 -0.168 -3.928  0.43
57 O -3.207 0.110 -0.686  -0.72
58 C -2.831 1.258 -0.481  0.20
59 N -1.562 1.673 -0.531  0.38
60 S -1.425 3.297 -0.364  0.99
61 O -0.594 3.694 0.740  -0.67
62 O -1.123 3.940 -1.618  -0.75
63 C -3.155 3.592 -0.030  0.33
64 C -3.855 4.758 0.159  -0.82
65 C -5.241 4.678 0.229  -0.47
66 C -5.887 3.453 0.118  -0.65
67 C -5.164 2.286 -0.078  -0.28
68 C -3.785 2.372 -0.168  -0.09
69 H -3.333 5.700 0.229  0.50
70 H -5.823 5.579 0.354  0.40
71 H -6.968 3.418 0.165  0.40
72 H -5.645 1.326 -0.184  0.51

Forces on the atoms, in the same order (eV/Å):
0.6 -1.6 1.8
0.0 0.1 -0.1
0.1 -0.1 0.1
0.1 0.1 0.2
0.2 0.1 -0.1
-0.3 0.4 0.5
1.0 0.7 -1.1
0.0 -0.3 -0.1
0.1 -0.3 -0.1
0.0 0.1 -0.1
-0.1 0.0 -0.1
0.2 0.0 0.0
0.0 0.0 0.2
0.1 0.0 1.2
-0.4 -0.1 -0.6
0.1 0.3 -0.3
0.0 -0.1 0.2
0.0 -0.2 0.0
0.4 1.2 0.2
-1.0 -0.7 -0.2
-0.2 -0.1 0.0
0.4 0.1 0.5
0.4 0.0 -0.1
-0.2 0.1 0.1
0.1 -0.1 -0.1
-0.4 -0.6 -1.4
0.0 0.1 0.1
-0.1 0.1 0.1
0.0 0.1 0.1
-0.1 0.0 0.0
0.0 0.0 0.0
0.0 0.1 0.0
0.0 0.0 0.1
-0.1 -0.1 0.0
0.0 -0.2 0.0
-0.1 -0.1 0.0
0.0 -0.1 -0.1
-0.1 -0.2 0.2
-0.1 0.0 -0.2
0.1 0.2 0.0
0.1 0.1 0.0
-0.2 0.0 0.1
0.2 0.1 0.1
0.0 -0.1 -0.2
0.2 0.1 -0.4
-0.1 0.0 0.2
0.1 0.0 0.1
-0.1 -0.1 0.3
0.6 0.0 -0.6
0.1 0.1 -0.4
-0.6 0.1 0.3
-0.1 0.1 0.0
0.1 -0.2 0.2
-0.2 0.1 0.0
0.0 0.0 -0.1
0.1 0.0 0.0
-0.1 0.1 0.0
-0.8 -0.6 -0.2
0.8 0.9 0.1
-0.4 0.4 -0.2
-0.1 -0.1 0.1
-0.1 0.0 -0.1
0.3 -0.8 -0.2
0.0 0.3 0.1
0.1 0.1 0.0
-0.1 -0.1 0.0
0.2 0.0 0.0
-0.4 0.2 0.1
0.0 0.2 0.0
0.0 0.1 0.1
0.0 0.0 0.0
0.0 -0.1 0.0

2S+1: 2
Kohn-Sham gap (alpha / beta) in Eh: 0.249 / 0.249
Charge: -1
Electronic energy in eV: -137773.6582
Largest force on an atom in Eh/bohr: 0.04743
Energy above the lowest of the compared OMol25 structures with the same formula, charge and spin in eV: 0.026

=====

The following is a DFT calculation (the ωB97M-V functional and the def2-TZVPD basis) of an isolated molecule of C2H5N3S at a distorted geometry.

Each line ends with the Mulliken charge.
Cartesian coordinates (Å):
1 N -0.177 1.123 -1.185  -0.22
2 N -1.029 0.881 -0.080  -0.41
3 C -1.004 -0.310 0.469  -0.10
4 C 0.105 -1.302 0.114  -0.10
5 N 1.342 -1.244 0.617  -0.32
6 S 1.881 0.322 1.264  -0.12
7 H 0.502 0.305 -1.572  0.24
8 H -0.321 1.847 -1.847  0.20
9 H -1.785 -0.323 1.289  0.35
10 H -0.201 -2.340 -0.469  0.27
11 H 0.687 1.041 1.398  0.21

Forces on the atoms, in the same order (eV/Å):
1.9 -3.9 1.2
0.7 -0.9 -2.5
0.4 2.4 -0.8
0.9 -2.6 1.3
-3.0 1.9 -1.7
-1.0 -1.0 0.1
-2.4 2.5 1.4
-0.8 0.7 0.2
1.3 -0.9 -0.8
0.9 2.7 1.7
1.0 -0.7 -0.2

Kohn-Sham gap in Eh: 0.344
Electronic energy in eV: -17456.9082
Largest force on an atom in Eh/bohr: 0.08801
SMILES: N/N=C\C=N/S
Energy above the lowest of the compared OMol25 structures with the same formula, charge and spin in eV: 4.204

=====

The following is a DFT calculation (the ωB97M-V functional and the def2-TZVPD basis) of C22H60FGaNO14P2S2 as an isolated structure at a distorted geometry.

Each line ends with the Mulliken charge.
Cartesian coordinates (Å):
1 C -2.132 -1.453 -4.198  -0.92
2 P -0.483 -1.224 -3.403  0.37
3 C 0.642 -2.521 -4.062  -1.17
4 Ga -0.738 -1.461 -1.117  0.07
5 S -2.843 -2.015 -0.402  -0.45
6 P -0.253 0.633 -0.158  0.74
7 N 0.884 1.435 -0.851  -0.95
8 O -1.647 1.490 -0.205  -0.33
9 O -0.008 0.540 1.431  -0.50
10 S 0.756 -3.105 -0.272  0.88
11 O 0.547 -3.528 1.078  -0.59
12 O 2.099 -2.746 -0.643  -0.50
13 F 0.453 -4.435 -1.158  -0.31
14 H -2.921 -1.514 -3.447  0.22
15 H -2.333 -0.576 -4.813  0.22
16 H -2.185 -2.345 -4.825  0.33
17 H 0.372 -3.552 -3.828  0.31
18 H 1.641 -2.299 -3.688  0.30
19 H 0.671 -2.416 -5.150  0.42
20 H -3.156 -3.010 -1.231  0.08
21 H 1.268 0.943 -1.647  0.33
22 H -2.386 0.876 -0.287  0.18
23 H 0.393 1.380 1.704  0.23
24 C -2.633 5.385 4.691  -0.66
25 O -3.150 4.071 4.742  -0.42
26 C -2.922 3.330 3.549  -0.33
27 C -1.774 2.361 3.681  -0.35
28 O -0.529 3.030 3.835  -0.37
29 C -0.047 3.035 5.163  -0.75
30 H -2.703 5.801 5.695  0.27
31 H -1.588 5.395 4.371  0.31
32 H -3.220 6.011 4.007  0.22
33 H -2.743 4.009 2.709  0.31
34 H -3.835 2.764 3.338  0.34
35 H -1.714 1.771 2.763  0.24
36 H -1.945 1.673 4.515  0.36
37 H 0.282 2.034 5.464  0.32
38 H -0.807 3.388 5.866  0.32
39 H 0.808 3.709 5.194  0.25
40 C -4.857 4.553 -6.349  -0.64
41 O -4.553 5.223 -5.143  -0.39
42 C -4.862 4.467 -3.982  -0.42
43 C -3.644 3.798 -3.390  -0.11
44 O -3.116 2.805 -4.250  -0.34
45 C -1.953 3.221 -4.941  -0.80
46 H -4.426 5.135 -7.162  0.24
47 H -4.433 3.546 -6.368  0.24
48 H -5.942 4.487 -6.499  0.32
49 H -5.620 3.711 -4.213  0.36
50 H -5.285 5.157 -3.244  0.19
51 H -3.932 3.306 -2.455  0.07
52 H -2.882 4.546 -3.151  0.34
53 H -1.109 3.306 -4.249  0.33
54 H -2.108 4.178 -5.448  0.37
55 H -1.716 2.459 -5.681  0.24
56 C 5.089 -4.479 -0.898  -0.86
57 O 4.671 -5.535 -0.047  -0.19
58 C 3.364 -6.006 -0.347  -0.16
59 C 3.406 -7.314 -1.100  -0.68
60 O 3.978 -7.176 -2.395  -0.38
61 C 5.327 -7.582 -2.460  -0.57
62 H 6.152 -4.317 -0.714  0.29
63 H 4.947 -4.736 -1.951  0.41
64 H 4.536 -3.562 -0.679  0.27
65 H 2.808 -5.257 -0.910  0.05
66 H 2.842 -6.162 0.603  0.39
67 H 2.383 -7.680 -1.231  0.41
68 H 3.964 -8.059 -0.522  0.32
69 H 5.416 -8.672 -2.370  0.32
70 H 5.928 -7.110 -1.678  0.16
71 H 5.711 -7.278 -3.433  0.23
72 C -6.704 5.018 3.150  -0.59
73 O -7.452 5.494 2.047  -0.40
74 C -6.795 6.515 1.316  -0.60
75 C -6.108 5.990 0.075  -0.44
76 O -5.018 5.142 0.387  -0.32
77 C -5.293 3.761 0.239  -0.50
78 H -7.210 4.136 3.537  0.27
79 H -5.690 4.740 2.853  0.18
80 H -6.652 5.771 3.944  0.34
81 H -6.062 7.027 1.948  0.29
82 H -7.556 7.244 1.020  0.40
83 H -5.709 6.840 -0.489  0.36
84 H -6.833 5.471 -0.562  0.35
85 H -5.392 3.493 -0.818  0.18
86 H -6.206 3.473 0.768  0.36
87 H -4.449 3.217 0.658  0.12
88 C 7.373 -2.840 3.690  -0.71
89 O 6.881 -4.161 3.786  -0.45
90 C 6.742 -4.807 2.526  -0.25
91 C 7.870 -5.775 2.267  -0.54
92 O 9.125 -5.120 2.130  -0.39
93 C 9.922 -5.181 3.293  -0.72
94 H 7.603 -2.505 4.701  0.25
95 H 8.281 -2.790 3.082  0.31
96 H 6.619 -2.172 3.261  0.32
97 H 6.687 -4.070 1.720  0.32
98 H 5.798 -5.357 2.532  0.27
99 H 7.669 -6.304 1.331  0.39
100 H 7.916 -6.514 3.074  0.31
101 H 10.300 -6.197 3.458  0.31
102 H 9.368 -4.859 4.179  0.32
103 H 10.769 -4.513 3.142  0.24

Forces on the atoms, in the same order (eV/Å):
-0.2 -0.2 0.1
0.6 0.9 -0.2
-0.3 -0.2 -0.2
-0.6 -0.4 -0.1
0.0 0.3 0.4
0.5 -0.1 -0.6
0.0 0.0 0.2
-0.2 -0.1 0.0
-0.1 0.1 0.3
0.0 0.7 0.3
-0.2 -0.3 0.3
0.4 -0.1 -0.3
-0.1 -0.2 -0.2
0.0 0.0 0.0
0.0 -0.1 -0.1
0.1 0.0 0.0
0.1 0.0 0.1
0.0 -0.1 0.1
0.0 0.0 0.0
0.1 -0.1 -0.2
0.0 0.2 -0.1
-0.2 0.0 0.1
0.2 -0.1 0.2
0.0 0.0 0.0
0.0 0.0 0.0
-0.2 0.0 0.1
0.1 -0.1 -0.2
0.0 0.0 0.0
0.0 0.0 0.0
0.0 0.0 0.0
0.0 0.0 0.0
0.0 0.0 0.0
0.0 0.0 0.0
0.0 0.0 0.0
0.0 0.0 0.0
0.0 0.0 0.0
0.0 0.0 0.0
0.0 0.0 0.0
0.0 0.0 0.0
0.0 0.0 0.0
0.0 0.0 0.0
0.0 0.1 0.0
0.1 -0.2 0.1
-0.1 0.1 -0.2
0.1 0.0 0.1
0.0 0.0 0.0
0.0 0.0 0.0
0.0 0.0 0.0
0.0 0.0 0.0
0.0 0.0 0.0
0.1 0.0 0.0
0.0 0.0 0.0
0.0 0.0 0.0
0.0 0.0 0.0
0.0 0.0 0.0
0.0 0.1 0.1
0.1 -0.1 -0.1
0.0 0.0 0.2
0.0 0.0 -0.1
0.0 0.0 0.0
0.0 0.0 0.0
0.0 0.0 0.0
0.0 0.0 0.0
0.0 0.0 0.0
0.0 0.0 0.0
0.0 0.0 0.0
0.0 0.0 0.0
0.0 0.0 0.0
0.0 0.0 0.0
0.0 0.0 0.0
0.0 0.0 0.0
0.1 0.0 0.0
0.0 0.0 0.0
-0.1 0.0 0.1
0.1 0.0 -0.1
0.0 0.0 0.1
0.0 0.0 0.0
0.0 0.0 0.0
0.0 0.0 0.1
0.0 0.0 0.0
0.0 0.0 0.0
0.0 0.0 0.0
0.0 0.0 0.0
0.0 0.0 0.0
-0.1 0.0 0.0
0.0 0.0 0.0
0.0 0.0 0.0
0.0 0.0 0.0
0.1 0.0 0.0
-0.1 0.0 0.1
0.1 0.0 -0.1
0.0 0.0 0.0
0.0 0.0 0.0
0.0 0.0 0.0
0.0 0.0 0.0
0.0 0.0 0.0
0.0 0.0 0.0
0.0 0.0 0.0
0.0 0.0 0.0
0.0 0.0 0.0
0.0 0.0 0.0
0.0 0.0 0.0
0.0 0.0 0.0

Kohn-Sham gap in Eh: 0.266
Charge: -1
Electronic energy in eV: -149282.8986
Largest force on an atom in Eh/bohr: 0.02124

=====

The following is a DFT calculation (the ωB97M-V functional and the def2-TZVPD basis) of C37H50ClIrN2 as an isolated structure.

Each line ends with the Mulliken charge.
Cartesian coordinates (Å):
1 Ir -0.336 0.857 1.128  1.26
2 C 1.376 -0.362 -2.073  -0.99
3 C 2.360 -0.992 -1.088  0.42
4 C 1.643 -2.031 -0.229  -1.17
5 C 3.197 -0.063 -0.214  0.09
6 C 4.487 -0.511 0.065  -0.68
7 C 5.341 0.195 0.890  -1.33
8 C 4.911 1.384 1.446  -0.93
9 C 3.638 1.894 1.200  0.86
10 C 3.318 3.234 1.850  0.52
11 C 3.536 4.394 0.876  -1.19
12 C 1.974 3.359 2.566  -1.12
13 C 2.789 1.152 0.361  -0.86
14 N 1.451 1.589 0.134  1.09
15 C 1.232 2.442 -0.794  -1.11
16 C -1.112 2.417 0.057  -0.90
17 N -1.924 1.350 -0.225  0.05
18 C -3.090 0.882 0.405  -0.09
19 C -3.422 -0.440 -0.019  0.51
20 C -4.583 -1.050 0.417  -0.11
21 C -5.454 -0.404 1.281  -1.46
22 C -5.133 0.867 1.707  -0.66
23 C -3.976 1.540 1.302  0.10
24 C -3.813 2.942 1.867  0.40
25 C -3.933 3.988 0.752  -1.41
26 C -2.609 3.118 2.809  -1.42
27 C -2.479 -1.168 -0.957  2.98
28 C -2.670 -0.696 -2.399  -1.28
29 C -2.570 -2.689 -0.866  -2.13
30 H 1.047 -1.130 -2.778  0.61
31 H 1.829 0.449 -2.648  0.23
32 H 0.493 0.014 -1.558  -0.39
33 H 3.101 -1.530 -1.691  0.59
34 H 0.898 -1.546 0.407  -0.04
35 H 2.346 -2.569 0.411  0.39
36 H 1.130 -2.755 -0.867  0.38
37 H 4.816 -1.444 -0.379  0.40
38 H 6.335 -0.181 1.100  0.35
39 H 5.571 1.943 2.100  0.39
40 H 4.085 3.340 2.625  0.58
41 H 2.748 4.441 0.126  0.05
42 H 4.496 4.305 0.361  0.36
43 H 3.519 5.344 1.415  0.49
44 H 1.829 2.574 3.308  0.24
45 H 1.122 3.307 1.888  -0.25
46 H 1.943 4.326 3.078  0.54
47 H 2.059 2.859 -1.375  0.42
48 H -1.456 3.263 0.645  -0.01
49 H -4.813 -2.055 0.085  0.25
50 H -6.363 -0.886 1.621  0.34
51 H -5.800 1.379 2.394  0.35
52 H -4.696 3.092 2.494  0.74
53 H -3.347 3.712 -0.118  0.06
54 H -3.614 4.977 1.093  0.30
55 H -4.971 4.060 0.419  0.54
56 H -2.291 4.165 2.850  0.33
57 H -1.746 2.509 2.532  0.18
58 H -2.881 2.815 3.822  0.34
59 H -1.469 -0.885 -0.646  -1.52
60 H -3.668 -0.957 -2.764  0.34
61 H -1.933 -1.159 -3.063  0.30
62 H -2.553 0.387 -2.456  0.17
63 H -3.511 -3.080 -1.260  0.43
64 H -2.465 -3.025 0.168  0.45
65 H -1.764 -3.139 -1.452  0.41
66 Cl 0.147 0.412 4.395  -0.30
67 C 0.747 0.005 2.685  -0.94
68 H 0.696 -1.088 2.672  0.40
69 H 1.804 0.268 2.733  0.19
70 C -1.799 4.447 -2.120  -1.69
71 C -0.325 4.069 -1.957  2.31
72 C 0.226 3.792 -3.362  -2.46
73 C -0.191 2.744 -1.150  0.61
74 C 0.409 5.228 -1.280  -0.60
75 C 1.430 5.939 -1.907  -0.20
76 C 2.061 7.007 -1.278  -0.91
77 C 1.688 7.386 -0.001  -0.51
78 C 0.681 6.680 0.644  -1.03
79 C 0.052 5.622 0.012  0.60
80 H -2.386 3.576 -2.421  0.31
81 H -1.904 5.225 -2.879  0.49
82 H -2.215 4.833 -1.194  0.17
83 H -0.361 2.994 -3.820  0.46
84 H 1.270 3.473 -3.353  0.38
85 H 0.147 4.675 -4.000  0.59
86 H -0.473 1.945 -1.851  0.67
87 H 1.748 5.667 -2.904  0.39
88 H 2.853 7.537 -1.794  0.37
89 H 2.182 8.213 0.493  0.40
90 H 0.384 6.949 1.651  0.43
91 H -0.730 5.091 0.540  0.15

Forces on the atoms, in the same order (eV/Å):
-0.1 -0.1 -0.1
0.0 0.0 0.0
0.0 0.1 -0.1
-0.1 -0.1 0.1
0.2 0.0 0.0
-0.1 0.0 0.0
0.1 0.0 0.0
0.0 0.0 0.0
0.0 -0.1 0.0
0.0 0.0 0.0
0.0 0.0 0.0
0.0 0.0 0.0
-0.1 0.1 0.1
0.1 0.3 -0.4
-0.1 -0.3 0.2
0.0 0.4 0.0
0.1 -0.3 0.1
-0.1 0.2 0.0
-0.1 0.0 0.0
0.1 0.0 0.0
-0.1 -0.1 0.0
0.1 0.1 0.0
-0.1 -0.1 0.0
0.0 0.0 -0.1
0.0 0.0 0.0
0.0 0.0 0.0
0.0 0.0 0.0
0.0 0.0 -0.1
0.1 0.0 0.0
0.0 0.0 0.0
0.0 0.0 0.0
0.0 0.0 0.0
0.0 0.0 0.0
0.0 0.0 0.0
0.0 0.0 0.0
0.0 0.0 0.0
0.0 0.0 0.0
0.0 0.0 0.0
0.0 0.0 0.0
0.0 0.0 0.0
0.0 0.0 0.0
0.0 0.0 0.0
0.0 0.0 0.0
0.0 0.0 0.0
0.0 0.0 0.0
0.0 0.0 0.0
0.0 0.0 0.0
0.1 0.0 0.0
0.0 0.0 0.0
0.0 0.0 0.0
0.0 0.0 0.0
0.0 0.0 0.0
0.0 0.0 0.0
0.0 0.0 0.0
0.0 0.0 0.0
0.0 0.0 0.0
0.0 0.0 0.0
0.0 0.0 0.0
0.0 0.0 0.0
0.0 0.0 0.0
0.0 0.0 0.0
0.0 0.0 0.0
0.0 0.0 0.0
0.0 0.0 0.0
0.0 0.0 0.0
0.0 0.0 0.1
0.0 0.0 -0.1
0.0 0.0 0.0
0.1 0.0 0.0
0.0 0.0 0.0
0.1 0.0 0.0
0.0 0.0 0.0
0.2 0.0 0.2
0.0 0.0 0.0
0.0 0.0 0.0
0.0 0.0 0.0
0.0 0.0 0.0
0.0 0.0 0.0
0.0 0.0 0.0
0.0 0.0 0.0
0.0 0.0 0.0
0.0 0.0 0.0
0.0 0.0 0.0
0.0 0.0 0.0
0.0 0.0 0.0
0.0 0.0 0.0
0.0 0.0 0.0
0.0 0.0 0.0
0.0 0.0 0.0
0.0 0.0 0.0
0.0 0.0 0.0

2S+1: 2
Kohn-Sham gap (alpha / beta) in Eh: 0.189 / 0.224
Charge: -1
Electronic energy in eV: -57522.1686
Largest force on an atom in Eh/bohr: 0.01050
Energy above the lowest of the compared OMol25 structures with the same formula, charge and spin in eV: 0.751

=====

The following is a DFT calculation (the ωB97M-V functional and the def2-TZVPD basis) of an isolated molecule of C2H5NOS at a distorted geometry.

Each line ends with the Mulliken charge.
Cartesian coordinates (Å):
1 C -1.392 1.186 0.354  -0.84
2 S 0.351 0.655 0.496  0.06
3 C 0.263 -0.890 -0.278  0.05
4 N 1.302 -1.643 -0.490  -0.38
5 O 2.299 -0.948 0.329  -0.43
6 H -1.766 0.919 -0.687  0.28
7 H -2.024 0.681 1.016  0.34
8 H -1.429 2.441 0.374  0.26
9 H -0.654 -0.893 -0.860  0.27
10 H 3.050 -1.509 -0.254  0.40

Forces on the atoms, in the same order (eV/Å):
0.7 3.1 -3.1
-0.2 0.7 0.9
0.4 0.1 -1.7
-2.4 2.4 1.8
3.7 -4.2 -3.8
0.5 0.4 1.1
-0.9 -0.2 1.4
0.1 -3.7 0.4
0.1 -1.3 0.0
-1.9 2.8 3.1

Kohn-Sham gap in Eh: 0.358
Electronic energy in eV: -16524.5342
Largest force on an atom in Eh/bohr: 0.13224
SMILES: CS/C=N\O
Energy above the lowest of the compared OMol25 structures with the same formula, charge and spin in eV: 3.847